112
Properties=species:S:1:pos:R:3:lowdin_charge:R:1 method="wB97M-V/def2-TZVPD" spin_multiplicity=1 homo_lumo_gap_ha=0.18086 total_energy_ha=-14470.66424 relative_energy_kj_mol=79.97 charge=+2
W -0.132 -1.926 -1.396 0.968
Se -1.731 -1.125 -2.726 0.443
Se 0.228 3.282 -3.446 0.401
As 1.258 -3.867 0.026 1.092
As -2.714 -4.808 4.476 1.118
As -2.057 -3.460 -0.459 1.005
P -2.176 1.460 -0.230 1.110
P 1.210 3.227 -1.585 0.547
O 1.113 -2.423 -2.669 -0.386
O 2.405 2.391 -6.356 0.056
O 4.171 2.234 -4.885 0.046
O 3.301 -2.250 -2.183 0.121
N 1.717 0.583 -1.018 0.095
N 1.144 -0.504 -0.597 -0.185
N -0.156 -0.254 -0.223 -0.194
C 1.274 0.334 -5.699 0.030
C 0.345 -4.910 1.402 -0.311
C -1.682 0.497 3.744 -0.073
C 1.345 -0.714 -4.789 -0.030
C 0.218 6.349 1.577 -0.059
C -3.539 5.816 -0.135 -0.064
C 5.334 2.912 -1.655 -0.065
C 2.413 -0.828 -3.898 -0.165
C -1.419 0.927 2.454 -0.106
C -3.873 -2.829 -0.565 -0.263
C -0.125 6.582 0.256 -0.061
C -2.108 -3.449 5.753 -0.330
C 5.662 4.189 -2.081 -0.056
C 3.000 3.483 -1.695 -0.336
C -1.996 -5.025 -1.609 -0.236
C -2.047 -4.112 1.381 -0.335
C 2.756 -3.054 0.937 -0.243
C -2.938 -0.002 4.067 -0.082
C -3.222 5.189 1.063 -0.067
C -2.511 3.234 -0.149 -0.387
C 1.038 4.172 0.997 -0.087
C 3.568 3.076 -5.870 -0.086
C -3.928 -0.085 3.098 -0.062
C 0.093 5.604 -0.706 -0.099
C 0.684 4.406 -0.333 -0.368
C -2.409 -6.355 5.627 -0.335
C 2.067 -5.213 -1.092 -0.236
C -3.337 5.160 -1.340 -0.066
C -2.845 3.864 -1.348 -0.130
C 3.468 0.113 -3.877 0.085
C -0.383 1.068 -0.368 -0.405
C 0.851 1.594 -0.843 -0.338
C 0.788 5.138 1.955 -0.063
C -1.037 -5.080 3.441 -0.369
C 3.351 1.163 -4.739 -0.201
C -0.316 -2.802 2.643 -0.063
C 2.280 1.271 -5.632 -0.237
C -3.662 0.340 1.803 -0.109
C 4.658 5.121 -2.311 -0.057
C -0.759 -4.198 2.206 -0.682
C 3.334 4.773 -2.115 -0.095
C 2.421 -1.860 -2.884 -0.468
C 4.007 2.551 -1.463 -0.091
C -2.703 3.904 1.060 -0.079
C -2.410 0.853 1.472 -0.404
H -2.762 -3.491 6.624 0.030
H 0.462 0.431 -6.404 0.134
H -2.478 -7.272 5.043 0.024
H -2.696 -4.871 -2.427 0.050
H -0.568 7.527 -0.030 0.118
H -3.991 -2.044 0.179 0.021
H -4.537 -3.661 -0.335 0.060
H -2.286 -5.911 -1.047 0.051
H 2.557 5.507 -2.296 0.106
H -4.444 0.312 1.052 0.105
H 4.907 6.122 -2.637 0.115
H 0.604 -2.852 3.228 0.102
H 3.258 4.015 -5.409 0.136
H 3.459 -2.716 0.180 0.025
H -2.515 -5.098 1.302 0.093
H 3.770 1.554 -1.137 0.075
H 1.542 3.251 1.274 0.107
H 6.115 2.185 -1.471 0.113
H -0.056 -5.808 0.923 0.091
H -2.729 3.337 -2.285 0.072
H 4.293 0.016 -3.188 0.137
H 4.260 3.229 -6.695 0.148
H 6.698 4.461 -2.229 0.115
H 2.708 -4.713 -1.814 0.031
H 1.136 -5.242 2.079 0.096
H 0.045 7.116 2.322 0.115
H -1.107 -6.121 3.106 0.079
H -3.955 6.815 -0.128 0.116
H -0.449 1.351 2.212 0.103
H -2.770 -3.465 1.883 0.058
H 3.221 -3.794 1.586 0.052
H -3.179 -6.382 6.396 0.028
H -0.183 -5.025 4.122 0.088
H 0.564 -1.463 -4.788 0.095
H -0.918 0.573 4.507 0.116
H -1.081 -3.639 6.066 0.033
H -0.179 5.769 -1.742 0.090
H -0.141 -2.136 1.792 0.035
H 1.304 -5.790 -1.610 0.032
H 2.660 -5.877 -0.465 0.055
H -4.910 -0.463 3.355 0.115
H -1.430 -6.297 6.103 0.033
H -1.080 -2.325 3.259 0.068
H 2.414 -2.204 1.522 0.025
H -3.149 -0.313 5.082 0.107
H -3.593 5.645 -2.272 0.116
H 1.063 4.965 2.987 0.111
H -4.098 -2.436 -1.552 0.010
H -1.001 -5.164 -2.024 0.013
H -3.382 5.699 2.003 0.115
H -2.476 3.419 2.001 0.103
H -2.184 -2.452 5.327 -0.025